A 6-piece molecular cluster, C16H26Cl8F6O4 overall at a distorted geometry, computed with ωB97M-V/def2-TZVPD.

Results
- Maximum force: 2.1 eV/Å
- SMILES: CCOC(=O)C(F)(F)F.CCOC(=O)C(F)(F)F.ClCCCl.ClCCCl.ClCCCl.ClCCCl
- HOMO energy: -10.50 eV
- E_tot: -141689.4153 eV
- Orbital gap: 10.827 eV

Each line ends with the Löwdin charge.
Atoms and positions in Å:
C1 1.1089 -6.8801 6.0090  -0.053
C2 2.1741 -5.9697 5.3739  -0.214
O1 1.6667 -4.6685 5.1997  0.031
C3 0.8764 -4.4466 4.1480  -0.393
O2 0.6646 -5.2384 3.2893  0.181
C4 0.2987 -3.0330 4.1748  -0.548
F1 0.6205 -2.3661 5.2753  0.179
F2 0.7250 -2.3617 3.1025  0.128
F3 -1.0450 -3.0930 4.1162  0.159
H1 0.7219 -6.4615 6.9395  0.080
H2 1.5417 -7.8335 6.3138  0.079
H3 0.2957 -6.9905 5.2948  0.075
H4 2.5447 -6.4280 4.4548  0.126
H5 3.0369 -5.9226 6.0386  0.124
C5 0.0631 0.0432 -4.3647  -0.059
C6 1.4014 0.6219 -3.9593  -0.202
O3 2.3740 -0.3797 -3.7249  0.053
C7 2.5980 -0.8472 -2.5170  -0.394
O4 2.1575 -0.4012 -1.5037  0.135
C8 3.5482 -2.0727 -2.5981  -0.551
F4 3.2253 -2.9073 -1.6042  0.170
F5 3.4664 -2.7077 -3.7480  0.195
F6 4.8153 -1.6806 -2.4211  0.169
H6 -0.4091 -0.5036 -3.5434  0.065
H7 0.0198 -0.5565 -5.2699  0.082
H8 -0.6329 0.8768 -4.5030  0.082
H9 1.2615 1.3372 -3.1461  0.115
H10 1.7732 1.2557 -4.7660  0.133
Cl1 -1.3505 7.0572 -1.3454  0.534
C9 -1.3194 5.7504 -0.1230  -0.641
C10 -2.5747 4.9219 -0.2442  -0.680
Cl2 -4.0275 5.7948 0.3579  0.507
H11 -1.1727 6.2726 0.8138  0.066
H12 -0.4992 5.0818 -0.3772  0.051
H13 -2.4944 3.9854 0.3120  0.053
H14 -2.8041 4.6071 -1.2589  0.050
Cl3 0.6401 0.4917 2.0781  0.607
C11 -0.8548 0.7413 1.1266  -0.623
C12 -0.5777 0.6626 -0.3516  -0.671
Cl4 -2.0312 1.0261 -1.3080  0.612
H15 -1.2197 1.7338 1.3892  0.059
H16 -1.5931 0.0233 1.4717  0.075
H17 -0.2580 -0.3423 -0.6226  0.063
H18 0.1774 1.3536 -0.7159  0.032
Cl5 2.1671 3.3729 0.3476  0.555
C13 3.4041 2.1005 0.2869  -0.646
C14 3.8781 1.8879 -1.1417  -0.669
Cl6 4.7259 3.3217 -1.7958  0.549
H19 3.0197 1.1678 0.6923  0.035
H20 4.2238 2.4518 0.9086  0.068
H21 3.0369 1.6444 -1.7870  0.027
H22 4.5521 1.0356 -1.2155  0.072
Cl7 -7.0695 2.3679 -4.1209  0.551
C15 -6.5879 1.3135 -2.7757  -0.675
C16 -5.3170 1.7840 -2.1020  -0.669
Cl8 -5.6452 3.2391 -1.1055  0.545
H23 -6.4772 0.2852 -3.1210  0.074
H24 -7.4159 1.2816 -2.0706  0.063
H25 -4.5808 2.1392 -2.8197  0.049
H26 -4.8476 1.0606 -1.4432  0.031

Forces on atoms 1 to 2 (eV/Å):
C 0.280 0.478 -0.009
C 0.201 -1.901 0.748